#one
This record from OMol25 describes C4H8ClN in the gas phase. The level of theory is ωB97M-V/def2-TZVPD.

Values from the calculation:
* SMILES: C=C(Cl)CNC
* molar mass: 105.57 g mol⁻¹
* frontier orbital gap: 0.348 hartree
* HOMO energy: -8.71 eV
* LUMO: 0.028 hartree

Cartesian coordinates (Å):
1 C 0.99191 1.48238 -0.16004
2 C 1.29972 0.11364 -0.00690
3 Cl 2.88737 -0.43206 0.12659
4 C 0.28140 -0.80614 -0.60045
5 N -0.91508 -0.21812 -0.63228
6 C -1.43657 -0.24126 0.73679
7 H 1.82847 2.03559 0.44575
8 H 0.19673 2.02603 -0.78183
9 H 0.16218 -1.80403 0.08127
10 H 0.87243 -0.95841 -1.55414
11 H -1.59213 -0.32835 -1.46693
12 H -0.91430 -1.03399 1.67332
13 H -2.67331 -0.32526 0.88677
14 H -0.98884 0.48999 1.25205

Listed below, in e, are the Mulliken charges computed for each atom: number 1, C, carries -0.691; number 2, C, carries 0.411; number 3, Cl, carries -0.184; number 4, C, carries -0.691; number 5, N, carries -0.203; number 6, C, carries -0.874; number 7, H, carries 0.193; number 8, H, carries 0.268; number 9, H, carries 0.279; number 10, H, carries 0.360; number 11, H, carries 0.269; number 12, H, carries 0.196; number 13, H, carries 0.265; number 14, H, carries 0.401

#two
This record from OMol25 describes a molecular structure, C4H8ClN. The level of theory is ωB97M-V/def2-TZVPD.

Values from the calculation:
* molar mass: 105.57 g mol⁻¹
* frontier orbital gap: 0.325 hartree
* HOMO energy: -8.59 eV
* LUMO: 0.009 hartree

Cartesian coordinates (Å):
1 C 0.78464 0.62153 1.24998
2 C 0.31061 -0.65939 0.62614
3 C -0.12876 -0.54803 -0.85219
4 C -1.13272 -1.41089 -1.48413
5 H 0.19812 2.68302 0.91206
6 H -0.78282 1.12000 -0.06167
7 H 1.34780 0.92001 2.20685
8 H 1.53724 0.94476 0.50306
9 H -0.36295 -1.13933 1.43344
10 H 1.18637 -1.52655 0.40033
11 H 0.53247 0.34808 -1.54895
12 H -2.09806 -2.00351 -1.08254
13 N -0.17427 1.64923 1.02416
14 Cl -1.21768 -0.99892 -3.32655

Listed below, in e, are the Mulliken charges computed for each atom: number 1, C, carries -0.468; number 2, C, carries -0.354; number 3, C, carries -0.398; number 4, C, carries -0.296; number 5, H, carries 0.229; number 6, H, carries 0.379; number 7, H, carries 0.342; number 8, H, carries 0.297; number 9, H, carries 0.302; number 10, H, carries 0.245; number 11, H, carries 0.276; number 12, H, carries 0.323; number 13, N, carries -0.645; number 14, Cl, carries -0.230

#three
This record from OMol25 describes a molecular structure, C4H8ClN. The level of theory is ωB97M-V/def2-TZVPD.

Values from the calculation:
* molar mass: 105.57 g mol⁻¹
* frontier orbital gap: 0.370 hartree
* HOMO energy: -9.42 eV
* LUMO: 0.024 hartree

Cartesian coordinates (Å):
1 C 0.28727 0.63768 0.49598
2 C 0.95905 -0.18781 -0.61182
3 C 0.10897 -1.40645 -0.08514
4 C -0.85453 -0.65192 0.58450
5 H -0.79557 1.64328 -0.98572
6 H 0.17489 2.57808 0.11492
7 H 0.88343 0.80275 1.42103
8 H 0.92422 0.15002 -1.76200
9 H 2.23439 -0.05165 -0.25115
10 H 0.65874 -2.47225 0.57714
11 H -0.26099 -1.96052 -0.93949
12 H -1.23909 -0.86000 1.62636
13 N -0.57673 1.87455 0.00445
14 Cl -2.50403 -0.09576 -0.18905

Listed below, in e, are the Mulliken charges computed for each atom: number 1, C, carries -0.155; number 2, C, carries -0.515; number 3, C, carries -0.439; number 4, C, carries -0.284; number 5, H, carries 0.288; number 6, H, carries 0.237; number 7, H, carries 0.448; number 8, H, carries 0.257; number 9, H, carries 0.201; number 10, H, carries 0.238; number 11, H, carries 0.283; number 12, H, carries 0.325; number 13, N, carries -0.662; number 14, Cl, carries -0.224

Which of them is most stable? Easy: #three.

#one
This record from OMol25 describes 2 unconnected molecules or ions with the total composition C4H8ClN. The level of theory is ωB97M-V/def2-TZVPD.

Values from the calculation:
* molar mass: 105.57 g mol⁻¹
* frontier orbital gap (alpha / beta): 0.248 / 0.248 hartree
* HOMO energy (alpha / beta): -9.77 / -9.76 eV
* LUMO (alpha / beta): -0.111 / -0.111 hartree

Cartesian coordinates (Å):
1 C 0.40857 0.67637 -0.15972
2 C 0.45007 -0.69108 0.52546
3 C -0.64337 1.40850 -1.02856
4 C -0.84809 -1.40687 0.86724
5 N 0.97139 -0.50787 -0.74122
6 Cl 3.62791 -0.25551 -0.22439
7 H 1.18608 1.39670 0.30649
8 H 1.12896 -0.71602 1.36568
9 H -0.38654 1.53264 -2.04109
10 H -0.94221 2.39851 -0.72679
11 H -1.50321 0.76310 -0.96077
12 H -0.68267 -2.43002 1.08670
13 H -1.57180 -1.30805 -0.05719
14 H -1.19509 -0.86041 1.78814

Listed below, in e, are the Mulliken charges computed for each atom: number 1, C, carries 0.215; number 2, C, carries 0.360; number 3, C, carries -1.182; number 4, C, carries -1.126; number 5, N, carries -0.435; number 6, Cl, carries -0.363; number 7, H, carries 0.331; number 8, H, carries 0.390; number 9, H, carries 0.314; number 10, H, carries 0.340; number 11, H, carries 0.244; number 12, H, carries 0.355; number 13, H, carries 0.291; number 14, H, carries 0.265

#two
This record from OMol25 describes C4H8ClN in the gas phase. The level of theory is ωB97M-V/def2-TZVPD.

Values from the calculation:
* SMILES: C=C[C@@H](Cl)CN
* molar mass: 105.57 g mol⁻¹
* frontier orbital gap: 0.395 hartree
* HOMO energy: -9.81 eV
* LUMO: 0.035 hartree

Cartesian coordinates (Å):
1 C -0.39681 1.89042 -0.09638
2 C 0.64744 1.21069 0.12983
3 C 0.93200 -0.12616 -0.38855
4 Cl 2.72346 -0.34633 -0.05530
5 C 0.05789 -1.17127 0.25681
6 N -1.37554 -1.15857 -0.20484
7 H -1.27166 1.37345 -0.54607
8 H -0.59034 2.93849 0.19850
9 H 1.65203 1.64187 0.53075
10 H 0.67116 -0.15987 -1.46791
11 H 0.56752 -2.14440 0.04592
12 H 0.02422 -0.94534 1.36576
13 H -1.92568 -0.84133 0.59537
14 H -1.71569 -2.16165 -0.36389

Listed below, in e, are the Mulliken charges computed for each atom: number 1, C, carries -0.776; number 2, C, carries -0.257; number 3, C, carries 0.209; number 4, Cl, carries -0.224; number 5, C, carries -0.541; number 6, N, carries -0.590; number 7, H, carries 0.268; number 8, H, carries 0.269; number 9, H, carries 0.197; number 10, H, carries 0.320; number 11, H, carries 0.355; number 12, H, carries 0.259; number 13, H, carries 0.264; number 14, H, carries 0.247

Which of them is most stable? Easy: #two.